Arrangement i

Below is 2 unconnected molecules or ions with the total composition C3H11N2S2, with properties calculated with ωB97M-V/def2-TZVPD.

Calculated values
Gap between HOMO and LUMO in eV: 8.89
Charge: +1

Geometry (Å):
N: -0.81941 -2.24209 1.63247
C: -0.81236 -0.92999 1.73374
N: -0.03179 -0.24643 2.53497
H: -0.10289 -2.86686 1.96623
H: -1.51920 -2.62397 1.01569
H: -1.58726 -0.38167 1.21568
H: 0.15880 0.75962 2.31309
H: 0.74573 -0.72697 2.97143
C: -0.19981 0.26663 -2.67522
C: 0.60302 1.17775 -1.75347
S: -0.43061 1.82176 -0.40939
S: 1.04235 2.26037 1.00290
H: -1.02492 0.73383 -3.21489
H: -0.63482 -0.59622 -2.16757
H: 0.46356 -0.09227 -3.46545
H: 1.06905 2.02620 -2.27253
H: 1.40586 0.58362 -1.32140
H: 1.67471 1.07666 0.89373

---

Arrangement ii

Below is 2 unconnected molecules or ions with the total composition C3H11N2S2, with properties calculated with ωB97M-V/def2-TZVPD.

Calculated values
Gap between HOMO and LUMO (alpha / beta) in eV: 6.69 / 8.65
Charge: +1

Geometry (Å):
C: 0.16569 2.15315 1.75897
C: 0.83752 1.34916 0.76676
C: -0.62436 -0.81570 -0.22435
N: -1.96664 -0.95389 0.06472
N: -0.22636 -0.64257 -2.00267
S: 2.08661 -1.51546 -0.30793
S: 0.22413 -2.20658 0.40570
H: -0.85764 1.76442 1.75042
H: 0.56184 1.89930 2.72624
H: 0.10404 3.23271 1.60535
H: 1.18592 0.45003 1.18273
H: 1.23190 1.78977 -0.19285
H: -2.31756 -1.85790 0.40237
H: -2.73473 -0.37098 -0.03598
H: 0.66931 -0.00285 -2.00518
H: 0.03624 -1.46198 -2.58592
H: -0.95241 -0.00563 -2.51466
H: 2.57650 -2.80499 -0.79373

---

Least stable of them? arrangement ii.

---

Arrangement i

Below is a single C8H10N2O molecule, with properties calculated with ωB97M-V/def2-TZVPD.

Calculated values
Gap between HOMO and LUMO in eV: 9.02
SMILES: [H]/N=C(/N)c1ccc(OC)cc1
Charge: 0

Geometry (Å):
C: 3.02041 -1.85400 -1.39290
C: 1.07241 -0.81926 -1.03122
C: -0.27478 -0.65773 -1.51055
C: -1.16017 0.02731 -0.66136
C: -0.83828 0.61308 0.47959
C: 0.63930 0.48339 0.84493
C: 1.43006 -0.23466 0.11676
C: -1.72169 1.28427 1.44474
H: 3.42802 -2.82504 -2.15683
H: 3.12039 -2.12928 -0.44479
H: 3.88139 -1.41655 -1.47145
H: -0.59067 -1.22415 -2.34509
H: -2.14825 0.35196 -0.89644
H: 0.98378 1.11251 1.62385
H: 2.23271 -0.37169 0.36257
H: -3.36334 -0.16197 1.57440
H: -3.53665 1.07671 2.23071
H: -0.56580 2.64529 2.09949
N: -2.97960 0.63405 1.46737
N: -1.53044 2.38078 2.05929
O: 1.89064 -1.40198 -1.87538

---

Arrangement ii

Below is a single C8H10N2O molecule, with properties calculated with ωB97M-V/def2-TZVPD.

Calculated values
Gap between HOMO and LUMO in eV: 9.70
SMILES: N#CN1[C@@H]2CC[C@H]1CC(=O)C2
Charge: 0

Geometry (Å):
C: -1.27587 0.71328 1.07189
C: -1.01862 -0.80552 1.30400
C: 0.23073 -1.16740 0.44754
C: 1.46501 -0.33011 0.65544
C: 1.33831 0.89971 -0.20887
C: -0.08759 0.66078 -1.10132
C: -1.19635 1.30008 -0.28891
C: 0.15047 -1.40610 -2.10319
H: -1.79784 -1.45631 1.00646
H: -0.74073 -0.95635 2.33603
H: 0.32337 -2.27344 0.44018
H: 2.33695 -1.01046 0.23837
H: 1.51277 -0.07679 1.70096
H: 2.24327 0.98809 -0.91720
H: 1.20762 1.69261 0.47706
H: 0.01270 0.87710 -2.09267
H: -0.88257 2.28098 -0.14132
H: -2.23352 1.49870 -0.79272
N: -0.18312 -0.77348 -0.89856
N: 0.18767 -1.93946 -3.25639
O: -1.59266 1.28410 2.12321

---

Least stable of them? arrangement i.

---

Arrangement i

Below is 2 unconnected molecules or ions with the total composition C5H17N3, with properties calculated with ωB97M-V/def2-TZVPD.

Calculated values
Gap between HOMO and LUMO in eV: 9.82
SMILES: CN(C)C.NCCN
Charge: 0

Geometry (Å):
C: -1.08925 1.49137 -1.13949
N: -1.09666 0.04700 -1.02016
C: -2.45647 -0.44384 -0.86013
C: -0.48650 -0.55728 -2.19241
H: -1.46817 1.94904 -0.22540
H: -1.69359 1.84822 -1.98819
H: -0.06481 1.83923 -1.26926
H: -2.43813 -1.52137 -0.70018
H: -2.91241 0.02006 0.01434
H: -3.08339 -0.21190 -1.73476
H: -0.48778 -1.64166 -2.08708
H: 0.53612 -0.20078 -2.29986
H: -1.03398 -0.30893 -3.11729
N: 0.03652 0.50274 2.52175
C: 1.27130 0.52839 1.72821
C: 1.82408 -0.87905 1.59146
N: 3.05116 -0.85818 0.78903
H: -0.68715 0.06638 1.96124
H: -0.26374 1.46143 2.69782
H: 2.01483 1.14494 2.23446
H: 1.13038 0.94811 0.72319
H: 2.07102 -1.25450 2.58549
H: 1.03503 -1.52473 1.18282
H: 3.47266 -1.78129 0.77721
H: 2.81893 -0.66339 -0.17278

---

Arrangement ii

Below is 3 unconnected molecules or ions with the total composition C5H17N3, with properties calculated with ωB97M-V/def2-TZVPD.

Calculated values
Gap between HOMO and LUMO in eV: 7.52
Charge: 0

Geometry (Å):
C: 0.03420 -0.46760 -1.25857
C: -1.21215 -1.28187 -1.60216
C: 0.70322 0.10073 -2.50877
N: 0.97256 -1.30499 -0.54759
N: -0.38587 0.69691 -0.38523
H: 1.80856 -0.79087 -0.29414
H: 0.56762 -1.67225 0.30669
H: -1.08024 1.29747 -0.82069
H: -0.72451 0.36222 0.59958
H: 1.58168 0.69133 -2.23962
H: -0.93548 -2.12014 -2.24053
H: -1.67636 -1.67440 -0.69554
H: -1.94758 -0.66948 -2.12829
H: 1.01897 -0.71478 -3.15848
H: 0.01592 0.74346 -3.06269
C: 0.55441 1.52911 2.23812
C: -0.86162 -0.29814 2.27063
N: 1.41391 1.63902 1.24623
H: 0.47689 1.26381 -0.01450
H: 2.26841 1.12097 1.43955
H: -0.31868 2.17217 2.21774
H: 0.84256 1.19052 3.23062
H: -0.13376 -1.09059 2.47981
H: -1.28874 0.03164 3.22095
H: -1.69392 -0.75425 1.70685

---

Least stable of them? arrangement ii.

---

Arrangement i

Below is a molecular structure, C43H35BN12OPSr, with properties calculated with ωB97M-V/def2-TZVPD.

Calculated values
Multiplicity: 2
Expectation value of S²: 0.762
Gap between HOMO and LUMO (alpha / beta) in eV: 8.07 / 7.02
Charge: 0

Geometry (Å):
Sr: -0.29637 0.08775 0.77339
C: -2.61443 -3.50702 2.27026
C: -1.71141 -2.93505 1.37126
N: -1.06902 -1.90974 1.92717
N: -1.54476 -1.80696 3.20584
C: -2.48353 -2.75353 3.41748
B: -1.04946 -0.60174 4.08748
N: 0.50666 -0.41211 3.89717
C: 1.46982 -0.83638 4.74482
C: 2.69712 -0.48450 4.22998
C: 2.38762 0.16624 3.02861
N: 1.07533 0.19780 2.81863
N: -1.82212 0.70899 3.67918
C: -2.88060 1.24167 4.32619
C: -3.28490 2.36850 3.64658
C: -2.40793 2.44427 2.55871
N: -1.53408 1.44090 2.56237
N: -1.28094 -0.81767 5.58394
C: -0.94789 0.09681 6.52911
C: -1.29461 -0.41324 7.75120
C: -1.84952 -1.67646 7.44815
N: -1.84158 -1.92115 6.14848
H: -3.27426 -4.34374 2.11039
H: -1.48193 -3.22080 0.35352
H: -2.96826 -2.83385 4.37529
H: 1.21282 -1.35102 5.65705
H: 3.66621 -0.65879 4.66818
H: 3.05525 0.60600 2.29959
H: -3.26519 0.78618 5.22595
H: -4.09711 3.03260 3.89329
H: -2.37470 3.18415 1.77268
H: -0.49099 1.03647 6.25577
H: -1.17043 0.05162 8.71555
H: -2.25430 -2.41695 8.12406
C: -2.91393 -3.04595 -5.75616
C: -2.19692 -1.92006 -6.14503
C: -1.40077 -1.24535 -5.22712
C: -1.31267 -1.69262 -3.90977
C: -2.04782 -2.81518 -3.52881
C: -2.83968 -3.49422 -4.44434
P: -0.26769 -0.94967 -2.60615
C: 0.02783 0.74771 -3.25890
C: 1.29130 1.27622 -3.51185
C: 1.44294 2.59797 -3.92036
C: 0.33098 3.41171 -4.08658
C: -0.93732 2.89482 -3.84306
C: -1.08307 1.57826 -3.43079
C: 1.35957 -1.74665 -2.86204
C: 1.93988 -2.03182 -4.06755
C: 3.21318 -2.64156 -4.14069
C: 3.87930 -2.97092 -2.99552
C: 3.30462 -2.72514 -1.72317
C: 3.94965 -3.12985 -0.52140
C: 3.35835 -2.95444 0.68923
C: 2.07741 -2.33329 0.81264
C: 1.50860 -1.91753 -0.34380
C: 2.03346 -2.10133 -1.65768
H: -3.53905 -3.56624 -6.47181
H: -2.25903 -1.56233 -7.16605
H: -0.85506 -0.36359 -5.54182
H: -2.01011 -3.15373 -2.49816
H: -3.40801 -4.36086 -4.12836
H: 2.17359 0.66038 -3.38636
H: 2.43598 2.98671 -4.11424
H: 0.44857 4.44135 -4.40534
H: -1.81491 3.51907 -3.96417
H: -2.07849 1.18907 -3.24890
H: 1.41399 -1.78652 -4.98496
H: 3.65585 -2.85092 -5.10691
H: 4.85259 -3.44792 -3.03989
H: 4.91773 -3.61342 -0.58924
H: 3.85088 -3.29211 1.59344
H: 1.60993 -2.23745 1.78685
O: -1.96167 0.38253 -0.62938
N: -2.36882 1.59752 -0.57748
C: -3.64904 1.78870 -0.45944
C: -4.58160 0.68306 -0.40190
N: -5.33355 -0.18409 -0.33202
C: -4.09393 3.16238 -0.37636
N: -4.41758 4.26464 -0.31148
C: 3.85749 5.15138 -1.24960
C: 2.98047 3.99142 -0.86064
C: 1.64035 4.17408 -0.55427
C: 0.85531 3.08069 -0.23645
N: 1.33013 1.82848 -0.20644
C: 2.62665 1.65214 -0.50038
C: 3.47394 2.69058 -0.82475
H: 3.49630 6.08538 -0.82034
H: 3.86483 5.26946 -2.33647
H: 4.88770 4.99776 -0.92802
H: 1.19758 5.16344 -0.56497
H: -0.20172 3.20607 -0.01386
H: 2.99190 0.62822 -0.47594
H: 4.51311 2.48433 -1.05228

---

Arrangement ii

Below is a molecular structure, C43H35BN12OPSr, with properties calculated with ωB97M-V/def2-TZVPD.

Calculated values
Multiplicity: 2
Expectation value of S²: 0.761
Gap between HOMO and LUMO (alpha / beta) in eV: 8.44 / 7.37
Charge: 0

Geometry (Å):
Sr: 0.16718 -1.06208 0.12930
C: 2.79859 1.46872 -2.87255
C: 1.72546 0.58506 -2.72748
N: 1.87725 -0.17577 -1.65179
N: 3.05491 0.18031 -1.08760
C: 3.62217 1.17006 -1.81207
B: 3.72863 -0.50429 0.15112
N: 3.23472 0.18136 1.45034
C: 3.90056 0.73208 2.48672
C: 2.97801 1.17816 3.40770
C: 1.74258 0.84481 2.84916
N: 1.90014 0.24486 1.67641
N: 3.46104 -2.04296 0.21513
C: 4.40641 -2.99706 0.36823
C: 3.78482 -4.21998 0.47595
C: 2.42221 -3.92198 0.37760
N: 2.23686 -2.61787 0.22651
N: 5.24338 -0.36244 -0.08897
C: 5.86034 -0.77402 -1.22640
C: 7.21093 -0.60139 -1.06710
C: 7.33264 -0.04626 0.21963
N: 6.15484 0.08191 0.80253
H: 2.95274 2.20966 -3.63624
H: 0.84374 0.47306 -3.33936
H: 4.57180 1.58735 -1.52596
H: 4.97358 0.76657 2.48088
H: 3.17850 1.66853 4.34353
H: 0.74890 1.00056 3.23949
H: 5.45111 -2.74346 0.40404
H: 4.24792 -5.18109 0.60864
H: 1.57013 -4.58340 0.42169
H: 5.29151 -1.16975 -2.05150
H: 7.98733 -0.83214 -1.77491
H: 8.22354 0.25450 0.74708
C: -5.35925 3.19761 1.42253
C: -5.33291 1.83816 1.13407
C: -4.27884 1.30268 0.41268
C: -3.24665 2.12836 -0.04047
C: -3.27645 3.48760 0.25209
C: -4.33170 4.01811 0.98406
P: -1.87225 1.31876 -0.90998
C: -0.74411 2.66851 -1.38503
C: -0.82737 3.41080 -2.55862
C: 0.11268 4.39548 -2.83054
C: 1.13948 4.65141 -1.93383
C: 1.23436 3.91301 -0.76276
C: 0.30260 2.92290 -0.49588
C: -2.63360 0.80276 -2.48288
C: -3.62466 1.53059 -3.09255
C: -4.12166 1.17034 -4.36051
C: -3.61060 0.08791 -5.01855
C: -2.60984 -0.71442 -4.42222
C: -2.08983 -1.86610 -5.06519
C: -1.16327 -2.66620 -4.46190
C: -0.70479 -2.36726 -3.14908
C: -1.20921 -1.25656 -2.58183
C: -2.13515 -0.36259 -3.12356
H: -6.18080 3.61473 1.99027
H: -6.13093 1.19098 1.47430
H: -4.25451 0.23784 0.20100
H: -2.47854 4.13459 -0.09106
H: -4.34958 5.07707 1.20725
H: -1.62086 3.21754 -3.26929
H: 0.04062 4.96381 -3.74911
H: 1.87223 5.41732 -2.15275
H: 2.04197 4.09097 -0.06450
H: 0.40529 2.33332 0.40986
H: -4.03148 2.40207 -2.59288
H: -4.90419 1.76599 -4.81185
H: -3.97596 -0.18479 -6.00128
H: -2.45568 -2.10968 -6.05491
H: -0.78187 -3.54339 -4.96827
H: 0.00006 -3.02207 -2.64959
O: -2.09855 -2.03459 0.01703
N: -1.47982 -3.07495 0.43440
C: -2.22565 -4.01206 0.97767
C: -3.63217 -3.84409 1.14516
N: -4.76147 -3.68606 1.29346
C: -1.55773 -5.17656 1.45124
N: -1.01145 -6.11813 1.82424
C: -2.54473 -1.18533 6.58770
C: -1.96174 -1.14188 5.20727
C: -2.55715 -0.39726 4.19438
C: -2.00901 -0.41473 2.92472
N: -0.91300 -1.10624 2.61299
C: -0.33495 -1.81684 3.58155
C: -0.82115 -1.86567 4.87560
H: -2.92977 -0.20984 6.88334
H: -1.80485 -1.50569 7.31939
H: -3.37657 -1.89145 6.62053
H: -3.44836 0.18826 4.38051
H: -2.47395 0.14121 2.11685
H: 0.55639 -2.37160 3.30736
H: -0.31157 -2.46623 5.61764

---

Least stable of them? arrangement i.

---

Arrangement i

Below is a gas-phase ion, C3H4N (charge +1), with properties calculated with ωB97M-V/def2-TZVPD.

Calculated values
Gap between HOMO and LUMO in eV: 9.45
SMILES: C1=C2C[N@H+]12
Charge: +1

Geometry (Å):
C: -1.02683 -0.93345 0.39296
C: 0.15570 -0.63692 1.36547
C: 0.56701 0.61193 0.58431
N: -0.15686 -0.28128 -0.37851
H: -1.48154 -1.71980 -0.13262
H: -0.12157 1.38051 0.99562
H: 1.58350 0.98325 0.66057
H: 0.24899 -0.64040 -1.19503

---

Arrangement ii

Below is a molecular structure, C3H4N, with properties calculated with ωB97M-V/def2-TZVPD.

Calculated values
Gap between HOMO and LUMO in eV: 8.48
Charge: +1

Geometry (Å):
C: -1.52194 -0.09506 -0.02483
C: -2.71752 0.21710 -0.27373
C: -0.27834 -0.53930 0.10978
N: 0.88058 0.37946 0.03189
H: 0.29001 -1.75438 -0.15994
H: 0.49387 1.29864 0.09518
H: 1.50598 0.31942 -0.77023
H: 1.34736 0.17412 0.99189

---

Least stable of them? arrangement ii.